The following is a quantum chemistry calculation of the ion C5H7N2O with charge +1 in a non-equilibrium geometry, from the OMol25 dataset.

Orbital gap (spin up / spin down) ... 7.57 / 7.66 eV
Charge ... +1
DFT total energy ... -378.94367 a.u.
LUMO energy (spin up / spin down) ... -0.240 / -0.240 Eh

Structure (XYZ):
```
15
Properties=species:S:1:pos:R:3:forces:R:3:mulliken_charge:R:1
C 1.985 -1.093 -0.115 -0.88 -1.31 -1.48 0.315
C 0.838 -1.699 -0.568 2.21 -0.80 1.44 -0.508
C 0.018 1.869 0.284 -0.43 -0.09 -1.93 0.046
C 0.391 0.403 0.524 -0.32 -2.68 1.53 -0.097
C -1.554 -0.904 -0.396 1.96 -1.95 3.32 -0.897
N 1.931 -0.020 0.600 -4.29 -0.21 0.02 -0.099
N -0.078 -0.612 -0.575 -1.41 2.01 0.11 0.122
O -0.530 2.244 -0.743 1.13 -1.02 2.15 -0.389
H 0.289 2.472 1.144 -0.08 0.76 0.13 0.387
H -0.263 -0.065 1.392 1.88 1.40 -0.91 0.369
H -1.608 -1.795 0.278 0.14 0.85 -0.26 0.380
H -2.012 -0.079 0.072 -0.60 1.08 0.25 0.364
H -2.024 -1.221 -1.238 -0.97 -0.41 -2.91 0.403
H 2.660 0.603 0.761 1.41 1.38 0.33 0.267
H -0.044 -0.101 -1.421 0.25 0.99 -1.79 0.337
```
Forces are in eV/Å.

=====

The following is a quantum chemistry calculation of the molecule C2H3N3O, from the OMol25 dataset.

Orbital gap ... 10.33 eV
Charge ... 0
DFT total energy ... -317.49384 a.u.
LUMO energy ... 0.029 Eh

Structure (XYZ):
```
9
Properties=species:S:1:pos:R:3:forces:R:3:mulliken_charge:R:1
N -0.676 -1.593 0.144 -0.04 0.03 -0.06 -0.426
C -0.186 -0.348 -0.103 0.14 -0.02 0.24 0.647
N 0.746 0.180 0.639 -0.16 0.10 -0.04 -0.561
C 0.918 1.383 0.034 -0.08 0.48 -0.01 -0.069
N 0.194 1.614 -1.029 0.22 -0.17 0.73 -0.319
O -0.577 0.421 -1.119 0.01 -0.58 0.18 -0.174
H -0.366 -1.920 1.052 -0.17 -0.02 -0.29 0.272
H -1.610 -1.864 -0.119 0.10 0.24 -0.16 0.255
H 1.556 2.129 0.502 -0.02 -0.05 -0.59 0.376
```
Forces are in eV/Å.

=====

The following is a quantum chemistry calculation of a structure of composition H24NeO12 in a non-equilibrium geometry, from the OMol25 dataset.

Orbital gap ... 10.76 eV
Charge ... 0
DFT total energy ... -1046.23723 a.u.
LUMO energy ... -0.001 Eh

Structure (XYZ):
```
37
Properties=species:S:1:pos:R:3:forces:R:3:mulliken_charge:R:1
Ne 1.400 -17.500 -16.924 -0.01 0.10 -0.14 0.081
O -1.034 -15.971 -17.574 0.25 -0.17 -0.84 -0.632
H -1.098 -16.370 -16.706 -0.11 0.06 0.75 0.360
H -1.885 -16.141 -17.979 -0.37 0.13 -0.06 0.293
O 0.136 -17.965 -19.632 0.03 0.14 -0.37 -0.658
H -0.285 -17.429 -18.960 -0.26 0.52 0.54 0.354
H 0.133 -18.851 -19.268 0.15 -0.63 -0.06 0.316
O 0.986 -14.218 -15.264 -0.41 -0.02 0.51 -0.666
H 1.551 -14.218 -16.036 0.28 -0.12 -0.85 0.376
H 1.590 -14.148 -14.525 0.09 0.04 0.27 0.307
O 5.257 -19.400 -17.723 0.67 -0.33 0.19 -0.643
H 4.642 -18.986 -18.328 -0.32 0.26 -0.40 0.411
H 4.742 -19.567 -16.934 -0.20 0.15 0.19 0.301
O 5.097 -16.354 -15.610 -0.24 0.28 0.11 -0.655
H 6.007 -16.196 -15.356 0.22 -0.03 0.17 0.290
H 5.117 -16.382 -16.566 0.05 -0.16 -0.41 0.326
O 0.772 -19.743 -15.076 -0.71 -0.19 0.02 -0.631
H 1.489 -19.130 -15.237 0.65 0.29 -0.03 0.371
H 1.101 -20.586 -15.388 0.10 -0.17 -0.01 0.275
O 3.313 -18.193 -19.337 0.20 0.05 0.11 -0.713
H 3.154 -17.705 -20.145 0.07 0.19 -0.28 0.298
H 2.488 -18.648 -19.165 -0.41 -0.12 0.09 0.313
O -0.497 -16.571 -14.709 -0.68 -0.55 -0.10 -0.682
H -0.154 -17.263 -15.274 0.24 -0.48 0.23 0.205
H -0.016 -15.786 -14.971 0.52 0.88 -0.07 0.435
O 2.522 -14.458 -17.676 0.23 0.30 0.62 -0.636
H 3.461 -14.312 -17.571 0.23 0.16 0.08 0.290
H 2.456 -15.094 -18.389 -0.51 -0.33 -0.70 0.330
O 3.358 -18.525 -15.484 -0.51 -0.74 -0.08 -0.568
H 3.848 -18.984 -14.803 0.13 -0.04 0.29 0.289
H 3.693 -17.628 -15.458 0.39 0.49 0.06 0.292
O 0.533 -20.616 -18.825 -0.02 0.08 -0.01 -0.664
H 1.168 -21.333 -18.849 0.26 -0.14 -0.16 0.295
H -0.022 -20.813 -18.070 -0.23 -0.02 0.31 0.311
O 1.511 -15.669 -20.093 0.74 0.53 -0.04 -0.648
H 1.252 -16.578 -19.945 -0.35 -0.63 0.03 0.402
H 0.685 -15.199 -20.202 -0.15 0.20 0.01 0.274
```
Forces are in eV/Å.

=====

The following is a quantum chemistry calculation of a cluster of 5 separate species, C42H47BCl2N3O18S2 in total in a non-equilibrium geometry, from the OMol25 dataset.

Orbital gap ... 4.28 eV
Charge ... -1
DFT total energy ... -4888.41404 a.u.
LUMO energy ... -0.027 Eh

Structure (XYZ):
```
115
Properties=species:S:1:pos:R:3:forces:R:3:mulliken_charge:R:1
C 5.776 -4.169 2.565 0.34 -0.69 0.69 -0.939
C 4.856 -3.904 1.236 -2.72 -4.58 -3.35 0.502
O 4.335 -5.019 0.650 3.10 6.15 3.77 -0.645
N 4.571 -2.598 0.555 3.40 -2.98 1.59 0.185
C 5.911 -1.960 0.299 -0.29 1.16 -1.30 -0.819
B 3.594 -1.701 1.291 -1.26 -0.58 0.83 -0.195
C 4.301 -0.902 2.525 0.28 1.69 2.33 -0.330
C 4.868 0.593 2.238 1.33 0.38 1.26 -0.311
C 4.478 1.607 3.510 0.67 -0.92 0.12 -0.366
S 4.399 3.395 2.886 -1.23 -0.20 1.10 -0.300
C 2.349 -2.593 1.983 -1.72 -0.54 0.23 -0.079
C 1.516 -3.491 0.871 -0.25 -0.62 0.18 -0.659
C 0.139 -2.798 0.324 -0.59 -0.64 0.00 -0.015
C -1.010 -2.518 1.457 -1.28 0.46 -1.42 0.309
C -2.161 -1.564 0.705 1.14 0.78 -0.07 -0.106
C -3.137 -0.771 1.756 -0.98 -0.48 -1.94 -0.013
C -4.071 -1.885 2.514 0.93 0.15 -1.60 -0.481
S -4.077 -1.561 4.360 1.39 0.13 0.64 -0.171
C -2.348 -1.328 5.043 5.20 -1.37 1.21 0.333
N -1.307 -2.360 5.433 -2.52 4.39 -0.75 -0.223
N -0.156 -1.767 5.932 -3.99 5.99 -1.49 -0.242
C -0.402 -0.264 5.870 -1.32 -5.46 -0.78 0.019
O -1.745 -0.009 5.304 2.54 -3.02 1.10 -0.220
C 2.868 -0.785 0.135 -3.15 4.47 0.20 0.433
Cl 3.191 -1.229 -1.676 -0.66 0.84 1.99 -0.261
C 1.938 0.354 0.336 2.13 -2.52 -2.93 0.118
C 1.263 1.197 -0.940 -0.18 0.59 1.59 -0.999
Cl 1.446 0.902 2.028 0.50 -0.67 -2.02 -0.153
H 6.765 -3.544 2.619 -2.00 -0.99 -0.26 0.229
H 6.097 -5.317 2.598 -0.86 2.53 -0.38 0.330
H 5.199 -3.989 3.593 0.96 -0.13 -2.49 0.189
H 6.407 -2.529 -0.613 -0.60 1.05 1.99 0.221
H 5.697 -0.858 -0.103 0.53 -2.37 0.95 0.092
H 6.610 -1.861 1.234 -1.13 -0.23 -1.76 0.166
H 3.469 -0.793 3.376 1.74 -0.15 -1.64 0.158
H 5.184 -1.499 3.063 -1.88 1.06 -1.25 0.110
H 6.059 0.523 2.280 -2.44 0.29 -0.30 0.144
H 4.613 1.072 1.208 0.03 -0.96 1.93 0.265
H 3.491 1.280 4.061 1.99 0.75 -1.33 0.186
H 5.385 1.566 4.258 -1.98 0.04 -1.26 0.361
H 3.331 3.971 3.640 1.37 -1.05 -0.82 0.098
H 2.738 -3.249 2.902 -0.80 1.07 -2.00 0.161
H 1.525 -1.883 2.477 1.89 -1.33 -0.96 -0.340
H 1.214 -4.512 1.395 0.47 1.97 -1.22 0.271
H 2.160 -3.775 -0.081 -1.13 0.68 2.16 0.291
H 0.283 -1.802 -0.281 0.14 -1.90 1.29 -0.093
H -0.340 -3.573 -0.448 0.91 1.58 1.52 0.169
H -1.578 -3.528 1.716 1.52 2.02 -0.11 0.236
H -0.652 -1.928 2.401 -0.48 -1.38 -1.73 -0.343
H -1.570 -0.720 0.102 -1.15 -1.69 1.30 0.131
H -2.743 -2.177 -0.131 1.16 1.41 2.33 -0.224
H -2.575 -0.026 2.462 -0.91 -1.75 -1.22 0.345
H -3.865 -0.100 1.090 1.71 -1.58 1.60 -0.058
H -5.182 -1.812 2.096 2.20 -0.02 1.49 0.339
H -3.697 -2.965 2.238 -0.65 2.14 0.88 0.301
H 0.427 0.481 6.254 -2.51 -1.20 -1.15 0.313
H 0.770 2.181 -0.478 0.98 -2.21 -1.00 0.271
H 2.079 1.563 -1.695 -1.51 -1.05 1.44 0.300
H 0.417 0.574 -1.475 1.85 1.15 1.04 0.167
C -5.876 2.987 -0.082 0.12 -0.11 0.09 -0.879
C -6.984 3.722 -0.199 0.06 0.16 -1.59 0.171
C -7.762 4.143 0.999 -0.66 0.39 0.66 1.074
O -8.766 4.834 0.861 0.64 -0.43 -0.28 -0.630
C -7.289 3.701 2.320 -0.31 0.23 -0.33 -0.912
C -6.183 2.963 2.436 0.26 -0.39 2.03 0.281
C -5.389 2.565 1.241 0.88 -0.51 -0.52 0.879
O -4.367 1.902 1.381 -1.00 0.96 0.17 -0.540
O -5.733 2.542 3.674 -0.06 0.27 -2.13 -0.576
O -7.449 4.119 -1.439 -0.29 -0.16 1.70 -0.573
H -5.299 2.675 -0.944 -0.01 0.03 0.06 0.478
H -7.874 3.999 3.180 0.04 -0.01 -0.06 0.421
H -4.917 2.026 3.494 -0.26 0.11 0.14 0.312
H -8.261 4.640 -1.258 0.23 -0.27 0.17 0.389
C -5.082 -4.969 -2.018 0.14 0.30 0.11 -0.971
C -5.129 -5.990 -2.877 -1.34 -1.04 0.68 0.383
C -4.204 -6.064 -4.041 0.60 -0.22 -0.89 0.904
O -4.258 -7.024 -4.803 -0.26 0.47 0.66 -0.620
C -3.250 -4.961 -4.235 -0.24 -0.44 -0.13 -0.776
C -3.205 -3.939 -3.378 1.51 1.31 -0.66 0.308
C -4.111 -3.879 -2.199 -0.44 0.30 0.88 0.895
O -4.034 -2.936 -1.419 -0.22 -0.67 -1.02 -0.608
O -2.313 -2.898 -3.556 -1.63 -1.15 0.88 -0.595
O -6.040 -7.017 -2.715 1.41 0.94 -0.86 -0.577
H -5.747 -4.904 -1.166 0.06 -0.01 -0.04 0.438
H -2.596 -5.019 -5.096 -0.02 -0.01 0.07 0.423
H -2.475 -2.285 -2.806 0.20 -0.22 -0.25 0.330
H -5.875 -7.633 -3.462 -0.03 0.26 0.30 0.344
C 10.952 -0.189 -2.558 0.28 -0.32 -0.10 -0.866
C 9.902 0.267 -1.873 -0.16 1.89 -0.51 0.307
C 9.116 -0.626 -0.976 -0.98 -0.27 0.81 0.908
O 8.168 -0.174 -0.345 1.07 0.03 -0.69 -0.537
C 9.516 -2.039 -0.889 -0.14 0.21 0.10 -0.816
C 10.564 -2.495 -1.577 0.01 -1.65 0.44 0.413
C 11.366 -1.596 -2.451 0.61 0.36 -0.61 0.802
O 12.335 -2.041 -3.057 -0.61 0.00 0.46 -0.633
O 10.944 -3.823 -1.501 0.19 1.75 -0.61 -0.578
O 9.505 1.588 -1.970 0.00 -1.91 0.62 -0.588
H 11.533 0.449 -3.212 -0.03 -0.05 0.05 0.404
H 8.926 -2.681 -0.247 -0.01 0.05 -0.03 0.505
H 11.728 -3.904 -2.087 -0.35 0.06 0.25 0.337
H 8.725 1.670 -1.379 0.26 -0.05 -0.20 0.352
C -7.726 7.870 -4.981 0.07 0.38 -0.20 -0.768
C -7.359 7.014 -4.025 -1.32 -1.45 -0.12 0.349
C -6.177 7.281 -3.160 0.82 -0.20 0.85 0.893
O -5.876 6.486 -2.277 -0.42 0.56 -0.78 -0.506
C -5.405 8.508 -3.408 -0.07 -0.27 0.15 -0.964
C -5.770 9.362 -4.366 1.29 1.32 0.12 0.377
C -6.967 9.108 -5.213 -0.76 0.08 -0.75 0.946
O -7.288 9.921 -6.074 0.47 -0.36 0.65 -0.614
O -5.046 10.516 -4.607 -1.44 -1.26 -0.28 -0.563
O -8.066 5.846 -3.803 1.39 1.48 0.27 -0.584
H -8.584 7.689 -5.616 0.06 0.02 0.04 0.428
H -4.538 8.682 -2.783 -0.05 -0.02 -0.03 0.416
H -5.511 10.966 -5.346 0.18 -0.20 0.31 0.346
H -7.605 5.400 -3.060 0.03 0.01 -0.32 0.302
```
Forces are in eV/Å.